Entry 1:
C8H18NPS in the gas phase at a distorted geometry, computed with ωB97M-V/def2-TZVPD.

Computed properties:
- multiplicity = 3
- highest occupied orbital energy (alpha / beta) (Eh) = -0.2016 / -0.3096
- LUMO energy (alpha / beta) (eV) = 0.814 / -0.958

Structure (XYZ):
```
29
Properties=species:S:1:pos:R:3:mulliken_spin:R:1
H 0.2442 2.6090 -1.1612 0.01
H 2.1127 1.2944 2.0299 -0.01
C 0.7688 1.6673 -1.1756 0.69
P 2.9352 0.4170 -2.4558 0.92
H -0.4750 -1.9155 0.5133 0.00
C -0.8971 -0.2177 -0.7716 -0.02
H -1.3181 -1.5114 -2.4454 0.00
H -1.8505 1.3717 -1.8938 -0.02
H 1.3915 -1.0952 2.0391 0.00
N 1.8196 1.5752 -1.9802 0.22
H 1.1276 -0.0618 -0.0043 0.03
H 0.9892 1.6429 3.3622 0.00
H -2.1292 -1.8545 -0.0926 0.00
H 0.3383 -1.6363 -1.8607 -0.02
C 0.3045 0.6145 -0.2481 0.06
C -0.4780 -0.9428 -2.0523 0.07
S -0.1729 1.4654 1.3401 0.06
H 2.4466 -0.5931 -1.6270 0.01
C -2.0815 0.7010 -1.0699 0.04
H -1.6262 -0.7575 1.1924 0.00
H -2.9522 0.1090 -1.3413 0.00
H -0.1592 -0.2369 -2.8167 -0.04
C 1.1567 -0.4567 2.8886 0.00
C 1.1687 1.0082 2.4953 0.00
H -2.3276 1.2967 -0.1939 0.00
C -1.3043 -1.2514 0.2791 0.01
H 1.9996 2.4416 -2.4835 -0.03
H 1.9023 -0.6331 3.6613 0.00
H 0.1792 -0.7373 3.2734 0.00
```



Entry 2:
9 unconnected molecules or ions with the total composition C16H50O17 at a distorted geometry, computed with ωB97M-V/def2-TZVPD.

Computed properties:
- structure (SMILES) = OCCO.OCCO.OCCO.OCCO.OCCO.OCCO.OCCO.OCCO.O
- highest occupied orbital energy (Eh) = -0.3228
- LUMO energy (eV) = -0.253
- relative energy (zero: lowest compared OMol25 entry of this formula, charge and spin) (kJ/mol) = 262.7

Structure (XYZ):
```
83
Properties=species:S:1:pos:R:3:lowdin_charge:R:1
C 1.3218 -3.0669 -0.0427 -0.23
H -0.2310 0.7973 -5.7052 0.12
H 0.8624 3.9348 3.3645 0.12
H -4.0859 -0.5383 1.4824 0.11
H -3.7717 2.5308 0.3874 0.12
O -5.7029 -1.7909 0.9487 -0.09
H 2.1974 2.9235 1.5840 0.10
O 3.9840 1.1280 -3.8150 -0.07
O -1.6158 -0.7516 2.5522 -0.08
H -0.1941 -2.9362 2.9286 0.11
C -0.8329 -0.7045 -4.2174 -0.21
H 4.2340 0.4844 2.2536 0.12
C -3.4418 -2.0043 -0.0052 -0.24
O -2.7031 -2.7897 0.9005 -0.08
O -2.0329 -0.7740 -3.4363 -0.07
C 2.9497 1.6345 -1.6387 -0.20
O 1.4815 2.4481 2.0119 -0.05
C -3.4609 2.5394 -0.6574 -0.21
C -0.7640 2.7686 2.8605 -0.22
C -2.3874 3.5277 -1.0313 -0.22
H -0.9571 1.5945 -3.1744 0.04
O 2.5521 -0.0976 1.2405 -0.11
O 4.8057 -2.0796 0.9007 -0.07
H 0.7625 -3.5267 4.7842 0.09
O -3.0950 1.2541 -1.1975 -0.07
H 1.5813 -3.2943 0.9913 0.10
C -4.4919 -1.0287 0.5977 -0.19
H -1.4148 2.6129 1.0775 0.03
H 4.2477 -1.5543 0.3225 0.05
O -1.3785 2.0278 1.8377 -0.06
H -3.8495 -2.6105 -0.8141 0.13
O 1.8281 0.7833 -1.9342 -0.08
H -6.4889 -1.3120 0.6758 0.06
H -1.9381 -0.3188 -2.5963 0.02
H 2.5856 -4.2123 -1.4811 0.12
H -2.7263 -1.3030 -0.4346 0.08
H 0.1254 -0.9380 -3.7535 0.12
H 0.4024 4.2105 1.7657 0.12
C 4.2231 -1.8133 2.2079 -0.17
O -1.1065 3.1817 -0.5260 -0.08
H -1.9435 0.8210 -5.1328 0.12
H -1.3524 3.6407 3.1457 0.12
H 1.5998 -5.2073 -0.4524 0.10
C 3.5800 -0.3867 2.2149 -0.18
C 0.5639 3.3922 2.4675 -0.25
H -2.6353 4.4950 -0.5942 0.12
H -4.6352 -0.4066 -0.2857 0.10
H 2.1801 0.1249 -2.5378 0.09
H 0.1738 0.0653 -1.5079 0.01
C 1.6034 -4.2721 -1.0124 -0.20
O -0.5122 1.7778 -4.0051 -0.08
H 3.0724 -0.2194 3.1649 0.11
H 1.9030 -1.2111 0.1448 0.01
H -2.2692 -2.2162 1.5365 0.03
O -0.6174 0.1313 -0.9732 -0.03
C 3.6028 2.1933 -2.9099 -0.20
H 4.9519 -1.8379 3.0180 0.12
H -0.9435 -1.4767 -4.9788 0.12
H -0.6733 2.2624 3.8216 0.13
H 2.9220 2.7983 -3.5087 0.12
H 0.0338 -0.3432 3.5467 0.12
H 4.8413 1.3540 -4.1831 0.08
H 3.6005 1.1236 -0.9291 0.11
H 2.5418 2.5291 -1.1680 0.11
C -0.9004 0.6714 -4.8542 -0.22
H 4.5116 2.7522 -2.6865 0.12
H -0.1707 -4.4863 -1.8588 0.08
H -2.1797 1.1719 -0.9200 0.01
H -0.4292 3.6634 -1.0064 0.11
H 0.2372 -2.9586 -0.0499 0.11
H -2.3878 3.6927 -2.1088 0.13
H -1.4616 -0.6086 4.5277 0.13
C -0.4862 -2.4358 3.8518 -0.24
H -1.3401 -3.0031 4.2220 0.12
H -0.2947 0.2823 -0.0847 0.05
O 0.7399 -4.4327 -2.1581 -0.08
O 0.5116 -2.6010 4.8253 -0.06
C -0.8529 -0.9596 3.6944 -0.22
H -1.6142 0.1659 2.2700 0.05
H 2.0939 0.6524 1.6266 0.05
O 1.8755 -1.8920 -0.5314 -0.08
H 3.4563 -2.5793 2.3242 0.10
H -4.3704 2.8367 -1.1794 0.13
```



Entry 3:
A molecular structure, C38H51BN10O2PdS4 at a distorted geometry, computed with ωB97M-V/def2-TZVPD.

Computed properties:
- highest occupied orbital energy (alpha / beta) (Eh) = -0.4747 / -0.4746
- total charge = +2
- LUMO energy (alpha / beta) (eV) = -8.029 / -8.054
- relative energy (zero: lowest compared OMol25 entry of this formula, charge and spin) (kJ/mol) = 409.9

Structure (XYZ):
```
107
Properties=species:S:1:pos:R:3:lowdin_charge:R:1
C 4.9302 -3.0429 2.9923 -0.25
C 5.6067 -4.0964 3.8063 -0.03
H 3.2167 1.7583 3.2688 0.12
H 2.9575 -3.8455 3.2416 0.12
C 3.6931 -1.0827 1.4668 -0.28
H -1.2713 -4.0521 -4.1721 0.14
N -2.7134 -1.7733 0.9217 0.02
C 1.4400 -2.5035 -3.9310 0.00
C 1.6349 3.0280 -3.8894 0.00
H 6.7461 -1.9993 2.5356 0.13
H -0.5515 4.3161 1.4898 0.12
H 1.7516 -4.1226 -0.8912 0.09
H 2.6612 5.0032 -5.2648 0.12
H 0.6510 1.2181 -3.3424 0.05
H -5.9539 1.8044 -1.2919 0.13
Pd 0.1929 0.7521 -0.1933 0.70
C 1.1036 2.1380 -2.9889 -0.19
C -4.9725 -0.0892 -0.8042 -0.01
C 2.1965 3.6634 3.3493 -0.03
N -3.7019 -0.5136 -1.0534 0.02
C -5.1005 1.1631 -1.2975 -0.01
C 1.0696 -3.5443 -2.8683 -0.53
C 0.2852 3.7883 1.9273 -0.14
H 6.3107 -3.6476 4.5028 0.09
H -5.7170 2.8329 -3.3337 0.08
H -2.2297 1.4551 3.7809 0.08
H 0.2701 -0.8074 5.3562 0.10
H 0.5631 -5.0079 -4.4161 0.08
H 1.5965 2.8188 -4.9461 0.12
H -2.1880 -0.1966 6.1389 0.10
H -1.5933 2.9842 -2.0828 0.05
H -3.1126 -3.8203 1.3540 0.14
H -2.2184 4.1358 -3.2606 0.10
H -0.2211 -2.2856 4.5369 0.09
H 4.8909 -4.6938 4.3625 0.08
H -2.5436 -1.8223 5.5793 0.08
C -1.3733 -3.5326 -3.2423 0.01
H 3.0286 -3.8471 -2.0677 0.10
S -1.4429 0.3316 -2.2355 0.82
H 2.8849 4.1177 4.0471 0.12
C -1.2861 0.9470 3.9678 -0.08
H -2.2857 -3.1153 3.8429 0.14
C -2.3524 -2.5244 2.9566 0.00
C -4.6817 2.9676 -3.6326 -0.01
H 6.1748 -4.7596 3.1547 0.10
C 3.5502 -3.0613 2.7967 -0.02
H 0.5921 -5.6630 -2.7709 0.10
H -3.8886 4.8891 -1.7315 0.10
C -2.2404 -0.7544 1.6704 -0.62
H 5.6240 -0.2241 1.2066 0.12
H 2.4152 -2.7371 -4.3442 0.10
H 3.1813 5.9583 -3.9232 0.12
C 2.9292 -2.0852 2.0379 -0.08
H -3.5129 -3.1118 -2.9624 0.14
C -4.0652 3.8881 -1.3499 -0.01
C -3.7272 2.8655 -2.4399 -0.54
H 2.7695 5.2548 -1.6086 0.12
N -0.3103 -3.2365 -2.4391 0.03
H 1.7727 3.5746 -0.1407 0.09
C 2.2863 4.3873 -2.0304 0.01
N 2.7058 5.1432 -4.2701 0.15
C 5.0636 -1.0339 1.6513 -0.03
H 0.7160 -2.4908 -4.7421 0.09
N 0.4705 2.5377 1.5173 0.01
C 2.3930 2.3661 2.9321 0.01
H -3.4808 -0.4517 4.9719 0.10
N 1.0952 2.3537 -1.6700 -0.03
C -0.1307 -1.2077 4.4299 0.00
N -2.1324 -2.4618 -1.4754 0.02
C 1.1165 4.3876 2.8515 -0.04
C -1.4859 -0.5523 4.1390 -0.53
H 1.4845 -1.5127 -3.4807 0.08
C -0.7912 -2.5631 -1.3681 -0.62
O 3.6964 1.3922 0.5025 -0.26
C -2.2975 3.1124 -2.9050 -0.09
H 0.9350 5.3987 3.1726 0.11
H -2.0286 2.4507 -3.7237 0.06
H -3.4306 3.7284 -0.4795 0.09
H -0.8584 1.3469 4.8844 0.11
O 2.2900 -0.2420 -0.6591 -0.44
N 1.5555 0.5347 1.5532 -0.15
H 1.8602 -2.0906 1.8889 0.04
C -3.0576 0.4840 -1.6914 -0.67
H -4.1349 -2.6158 -0.5423 0.13
N -2.0246 -1.1978 2.9277 0.03
C -2.7718 -2.8752 1.7202 -0.02
S -2.0479 0.8435 1.0761 0.90
C 1.7197 3.4442 -1.2108 -0.13
C -2.4934 -3.0590 -2.6437 0.00
C 2.0665 -3.4862 -1.7145 -0.07
H 0.5706 -0.9909 3.6251 0.07
C 2.2305 4.2182 -3.4272 -0.31
H -4.5898 3.9464 -4.0926 0.10
H -4.4376 2.2132 -4.3779 0.10
C -2.4889 -0.7815 5.2750 -0.01
C 5.6752 -2.0207 2.4034 -0.01
N -3.9021 1.5242 -1.8516 0.02
B -3.2092 -1.8759 -0.5388 -0.57
H -0.5924 1.1528 3.1594 0.01
H 2.0898 -5.2955 -3.6097 0.10
H -5.1031 3.8317 -1.0379 0.08
C 1.0673 -4.9629 -3.4561 -0.02
H -5.6797 -0.7060 -0.2916 0.14
S 0.0863 -1.9630 -0.0293 0.95
C 1.4876 1.8193 2.0168 -0.48
H 2.2108 -2.4668 -1.3629 0.02
S 2.8608 0.2318 0.6092 0.61
```



Entry 4:
2 unconnected molecules or ions with the total composition C3H8O2 at a distorted geometry, computed with ωB97M-V/def2-TZVPD.

Computed properties:
- structure (SMILES) = C=O.CCO
- highest occupied orbital energy (Eh) = -0.3609
- LUMO energy (eV) = 0.942
- relative energy (zero: lowest compared OMol25 entry of this formula, charge and spin) (kJ/mol) = 294.4

Structure (XYZ):
```
13
Properties=species:S:1:pos:R:3:lowdin_charge:R:1
C -0.7843 0.8733 1.1464 -0.23
H 1.1995 0.0056 0.9797 0.01
H -2.9080 0.4986 0.9005 0.06
H -0.5249 1.9760 1.1911 0.12
H -2.1958 1.2413 -0.7505 0.15
O 3.3053 -1.4064 -0.8370 -0.01
C -1.9889 0.5127 0.3115 -0.11
C 2.3097 -1.4262 -1.5290 -0.14
H -0.6258 0.5147 2.1737 0.11
O 0.4419 0.1840 0.5107 -0.14
H -1.8792 -0.4166 -0.2508 0.05
H 1.3040 -0.9234 -1.2720 0.08
H 2.3466 -1.6336 -2.5744 0.06
```



no.,M (g/mol),calculated total energy (eV)
1,191.3,-30199.33075
2,514.6,-52205.34638
3,925.4,-106716.19866
4,76.1,-7332.99920